No. 1
Entry from OMol25: a molecular structure, C24H44Cl3FeN2O4Si in a non-equilibrium geometry (the ωB97M-V functional and the def2-TZVPD basis).

The HOMO energy (alpha / beta) is -8.645 / -8.646 eV. The LUMO energy (alpha / beta) comes out at 0.111 / -2.412 eV. The multiplicity is 6. The calculation puts the frontier orbital gap (alpha / beta) at 8.8 / 6.2 eV.

Atoms and positions in Å:
C  2.349  -3.098  -2.679
C  2.115  -2.097  -3.746
H  1.578  -3.880  -2.708
H  2.315  -2.630  -1.696
H  3.308  -3.615  -2.801
C  1.965  -2.538  -5.027
C  2.138  -3.938  -5.472
H  1.773  -1.820  -5.803
H  1.462  -4.653  -4.986
H  3.171  -4.301  -5.345
H  1.941  -4.019  -6.548
Fe  2.994  1.319  -1.300
Cl  2.444  1.831  0.863
Cl  5.037  1.319  -2.006
C  -0.461  3.470  2.417
O  -1.206  2.634  2.942
N  -0.875  4.327  1.455
C  -2.249  4.298  0.987
C  0.062  5.188  0.756
H  0.614  3.585  2.668
H  -2.876  3.795  1.723
H  -2.333  3.778  0.020
H  -2.595  5.328  0.833
H  0.976  5.249  1.350
H  -0.376  6.187  0.630
H  0.307  4.788  -0.239
H  -0.209  -3.498  4.155
H  -0.449  -3.244  1.428
C  -1.180  -3.979  3.959
C  -1.477  -3.620  1.553
N  -1.897  -3.312  2.895
H  -1.802  -3.945  4.857
C  -2.744  -2.280  3.147
O  -3.125  -1.461  2.330
H  -2.138  -3.139  0.827
H  -3.060  -2.250  4.217
H  -0.995  -5.012  3.645
H  -1.456  -4.709  1.406
O  2.342  -0.091  -2.220
C  2.384  -0.614  -3.518
C  0.409  0.077  -5.011
C  1.618  0.360  -4.381
H  -0.116  -0.855  -4.804
C  -0.214  1.017  -5.850
H  3.451  -0.487  -3.710
C  2.232  1.592  -4.641
H  -1.211  0.820  -6.261
C  0.388  2.269  -6.040
C  1.626  2.531  -5.453
H  3.148  1.818  -4.105
H  -0.071  3.005  -6.701
H  2.083  3.536  -5.544
Si  -0.330  -0.253  -0.613
Cl  0.417  -2.239  -0.424
C  -1.363  -0.746  -2.046
C  0.176  1.625  -1.388
C  -0.967  0.292  1.019
H  -1.247  -0.102  -2.924
H  -2.375  -0.723  -1.622
H  -1.147  -1.761  -2.378
H  -1.188  -0.557  1.695
H  -1.895  0.883  0.825
H  -0.332  1.011  1.537
H  0.051  1.645  -2.488
H  0.965  2.400  -1.144
H  -0.698  2.133  -0.938
C  -1.112  1.177  5.988
C  -0.627  0.228  7.103
C  -0.590  -1.165  6.452
O  -0.910  -1.069  5.063
C  -1.118  0.307  4.728
H  -2.126  1.547  6.166
H  -0.465  2.045  5.844
H  -1.307  0.255  7.958
H  0.368  0.508  7.458
H  0.406  -1.624  6.541
H  -1.317  -1.846  6.914
H  -2.056  0.375  4.167
H  -0.323  0.617  4.043

These are the Löwdin partial charges, in e, on atoms 1 to 6: number 1, C, carries -0.105; number 2, C, carries -0.218; number 3, H, carries 0.082; number 4, H, carries -0.015; number 5, H, carries 0.094; number 6, C, carries -0.120

=====

No. 2
Entry from OMol25: 5 unconnected molecules or ions with the total composition C24H44Cl8N2O2Si in a non-equilibrium geometry (the ωB97M-V functional and the def2-TZVPD basis).

The HOMO energy is -8.927 eV. The LUMO energy comes out at 0.612 eV. The SMILES is CN(CCCCCCCC[Si](C)(C)c1ccccc1)C(=O)OCCN.ClCCl.ClCCl.ClCCl.ClCCl. The calculation puts the frontier orbital gap at 9.5 eV.

Atoms and positions in Å:
C  1.146  -1.918  2.958
N  0.509  -2.106  1.645
C  1.205  -1.302  0.592
C  1.556  -2.135  -0.634
C  0.350  -2.264  -1.600
C  0.581  -1.914  -3.071
C  1.314  -0.596  -3.373
C  0.408  0.580  -3.803
C  0.977  1.953  -3.383
C  -0.085  2.985  -2.923
Si  -0.576  2.788  -1.118
C  0.919  2.713  0.028
C  -1.454  1.123  -0.961
C  -1.865  4.056  -0.580
C  -2.276  5.117  -1.397
C  -3.271  5.996  -0.967
C  -3.867  5.805  0.279
C  -3.458  4.762  1.112
C  -2.457  3.892  0.678
C  -0.837  -1.655  1.757
O  -1.176  -0.668  2.341
O  -1.675  -2.485  1.153
C  -2.962  -1.948  0.817
C  -3.393  -2.578  -0.505
N  -3.984  -3.905  -0.266
H  2.021  -2.545  3.078
H  1.435  -0.881  3.138
H  0.466  -2.193  3.751
H  2.076  -0.840  1.052
H  0.536  -0.487  0.321
H  1.782  -3.127  -0.255
H  2.474  -1.777  -1.099
H  0.052  -3.313  -1.577
H  -0.500  -1.725  -1.196
H  1.085  -2.733  -3.580
H  -0.404  -1.840  -3.538
H  1.957  -0.265  -2.565
H  1.974  -0.787  -4.218
H  -0.624  0.454  -3.482
H  0.387  0.600  -4.892
H  1.705  1.837  -2.579
H  1.505  2.359  -4.242
H  0.355  3.977  -3.062
H  -0.940  2.915  -3.597
H  0.989  1.724  0.476
H  1.852  2.875  -0.507
H  0.766  3.417  0.839
H  -0.729  0.365  -1.248
H  -1.699  0.938  0.085
H  -2.330  1.052  -1.600
H  -1.821  5.254  -2.369
H  -3.590  6.808  -1.604
H  -4.651  6.470  0.615
H  -3.915  4.600  2.077
H  -2.150  3.081  1.326
H  -2.937  -0.867  0.732
H  -3.685  -2.245  1.571
H  -2.484  -2.688  -1.089
H  -4.081  -1.907  -1.018
H  -4.990  -3.830  -0.299
H  -3.683  -4.571  -0.962
C  2.053  -5.743  1.583
Cl  2.806  -7.328  1.359
Cl  3.251  -4.455  1.744
H  1.432  -5.527  0.721
H  1.452  -5.767  2.484
C  5.337  -1.105  -3.863
Cl  4.413  -0.114  -4.997
Cl  4.666  -1.014  -2.231
H  5.297  -2.135  -4.195
H  6.360  -0.751  -3.841
C  -0.065  4.116  4.189
Cl  0.456  2.716  3.250
Cl  -0.813  5.336  3.145
H  -0.784  3.787  4.928
H  0.796  4.563  4.671
C  1.929  -2.601  6.904
Cl  2.338  -3.893  5.760
Cl  1.141  -1.234  6.110
H  1.255  -3.004  7.651
H  2.844  -2.252  7.367

These are the Löwdin partial charges, in e, on atoms 1 to 6: number 1, C, carries -0.143; number 2, N, carries -0.070; number 3, C, carries -0.153; number 4, C, carries -0.166; number 5, C, carries -0.189; number 6, C, carries -0.184

=====

No. 3
Entry from OMol25: 5 unconnected molecules or ions with the total composition C24H44F6N8P in a non-equilibrium geometry (the ωB97M-V functional and the def2-TZVPD basis).

The HOMO energy is -16.043 eV. The LUMO energy comes out at -6.146 eV. The energy above the lowest of the compared OMol25 structures with the same formula, charge and spin is 77.3 kJ/mol. The calculation puts the frontier orbital gap at 9.9 eV. As for the charge: +3.

Atoms and positions in Å:
C  31.669  -14.442  -9.913
C  32.057  -13.024  -9.260
N  31.657  -12.913  -7.856
C  30.514  -12.299  -7.273
C  30.735  -12.429  -5.866
N  31.892  -13.169  -5.594
C  32.488  -13.363  -6.826
C  32.458  -13.512  -4.285
H  30.636  -14.664  -9.645
H  32.309  -15.173  -9.420
H  31.728  -14.436  -11.001
H  31.655  -12.202  -9.852
H  33.146  -12.975  -9.275
H  29.761  -11.813  -7.875
H  30.185  -12.094  -4.999
H  33.455  -13.845  -6.830
H  33.539  -13.636  -4.341
H  31.962  -14.360  -3.813
H  32.378  -12.588  -3.712
C  36.756  -7.260  -2.082
C  35.185  -7.162  -2.085
N  34.689  -6.789  -0.786
C  34.492  -7.628  0.298
C  34.011  -6.865  1.378
N  33.979  -5.521  0.965
C  34.272  -5.492  -0.387
C  33.393  -4.449  1.765
H  37.114  -7.999  -1.365
H  37.174  -6.290  -1.815
H  37.071  -7.459  -3.106
H  34.738  -8.121  -2.349
H  34.936  -6.417  -2.841
H  34.761  -8.673  0.268
H  33.651  -7.127  2.362
H  34.219  -4.613  -1.012
H  34.182  -3.835  2.199
H  32.873  -4.993  2.554
H  32.703  -3.774  1.258
C  36.748  -20.283  -3.610
C  35.379  -19.459  -3.389
N  35.601  -18.104  -2.853
C  35.674  -16.869  -3.665
C  35.755  -15.853  -2.763
N  35.659  -16.395  -1.460
C  35.514  -17.770  -1.519
C  35.788  -15.605  -0.228
H  37.180  -20.292  -2.610
H  37.450  -19.748  -4.250
H  36.609  -21.316  -3.930
H  34.620  -19.946  -2.778
H  34.934  -19.119  -4.325
H  35.732  -16.904  -4.743
H  35.845  -14.805  -3.011
H  35.513  -18.407  -0.648
H  36.801  -15.797  0.126
H  35.046  -16.013  0.458
H  35.640  -14.538  -0.391
C  41.583  -9.200  4.411
C  41.667  -9.145  2.907
N  40.652  -9.977  2.261
C  40.702  -11.343  2.116
C  39.474  -11.875  1.647
N  38.625  -10.753  1.532
C  39.359  -9.596  1.898
C  37.185  -10.643  1.227
H  40.624  -8.865  4.807
H  42.375  -8.638  4.906
H  41.758  -10.249  4.648
H  42.644  -9.548  2.640
H  41.607  -8.161  2.442
H  41.608  -11.885  2.345
H  39.093  -12.844  1.360
H  39.024  -8.618  2.211
H  37.042  -10.009  0.352
H  36.634  -10.199  2.056
H  36.848  -11.661  1.032
P  35.221  -11.527  -2.133
F  35.779  -12.093  -3.524
F  33.991  -10.811  -2.921
F  34.232  -12.859  -1.909
F  34.572  -10.884  -0.762
F  36.432  -12.177  -1.305
F  35.995  -10.094  -2.386

These are the Löwdin partial charges, in e, on atoms 1 to 6: number 1, C, carries -0.034; number 2, C, carries -0.148; number 3, N, carries -0.057; number 4, C, carries 0.062; number 5, C, carries 0.012; number 6, N, carries -0.088